(1)
{"formula": "C24H23CoIN4O3S", "method": "ωB97M-V/def2-TZVPD", "symbols": ["I", "Co", "S", "O", "O", "O", "N", "N", "N", "N", "C", "C", "C", "C", "C", "C", "C", "C", "C", "C", "C", "C", "C", "C", "C", "C", "C", "C", "C", "C", "C", "C", "C", "C", "H", "H", "H", "H", "H", "H", "H", "H", "H", "H", "H", "H", "H", "H", "H", "H", "H", "H", "H", "H", "H", "H", "H"], "coordinates": [[-2.567, 2.233, -2.041], [-0.601, 0.225, -1.057], [-2.624, -2.907, -3.609], [2.107, 0.632, 3.859], [-1.721, -0.710, 0.249], [1.457, -0.434, -0.024], [-0.451, 1.709, 0.256], [-1.274, -2.183, 3.446], [-1.055, -1.375, -2.262], [3.131, 0.930, 0.592], [-1.044, 4.810, -1.686], [-0.333, 3.052, -0.178], [2.029, 1.333, -1.554], [-2.142, -1.393, -2.956], [0.314, -5.303, -2.215], [-0.835, -4.966, -2.898], [-1.319, -0.806, 1.461], [0.588, 3.936, 0.377], [-2.419, -3.084, 1.521], [-0.121, 5.678, -1.120], [-1.652, -1.996, 2.212], [-0.192, -0.045, 3.484], [-1.140, 3.511, -1.214], [1.051, -4.331, -1.523], [-0.551, -1.226, 4.072], [2.184, 0.526, -0.283], [-0.503, -2.657, -2.191], [0.693, 5.237, -0.087], [0.777, 0.920, -2.324], [0.657, -3.011, -1.502], [-0.598, 0.196, 2.145], [-1.234, -3.631, -2.875], [-0.368, 1.470, 1.520], [0.741, 0.859, 4.238], [2.297, -0.289, 4.074], [-2.738, -0.512, -3.137], [0.560, 1.918, 4.056], [0.620, 0.689, 5.310], [2.961, 1.238, -2.126], [3.647, 1.773, 0.412], [0.473, 1.741, -2.982], [-1.411, -5.711, -3.429], [1.256, 3.586, 1.155], [3.072, 0.600, 1.543], [0.648, -6.332, -2.210], [-3.035, -2.680, 0.721], [1.424, 5.903, 0.351], [1.206, -2.257, -0.957], [-3.034, -3.613, 2.247], [-0.039, 6.691, -1.490], [-1.725, -3.802, 1.075], [-0.181, 2.317, 2.180], [1.977, 2.383, -1.256], [-1.687, 5.139, -2.489], [1.030, 0.081, -2.982], [-0.253, -1.441, 5.093], [1.945, -4.624, -0.989]], "forces_ev_per_a": [[-0.160, 0.169, 0.007], [0.303, -0.267, -0.185], [-0.009, 0.008, -0.010], [0.011, 0.009, 0.002], [0.070, -0.116, -0.028], [0.099, 0.103, 0.000], [0.152, 0.090, -0.177], [-0.028, -0.009, 0.113], [-0.026, 0.042, 0.197], [0.022, 0.038, 0.062], [0.051, 0.010, 0.041], [-0.072, -0.093, 0.019], [0.020, -0.035, 0.016], [0.012, 0.019, -0.120], [0.005, 0.014, 0.007], [0.009, 0.018, 0.010], [-0.184, 0.004, -0.063], [0.133, 0.067, 0.041], [-0.032, -0.013, 0.024], [-0.020, -0.014, -0.003], [-0.006, 0.007, -0.038], [-0.017, -0.020, 0.030], [-0.100, -0.070, -0.079], [-0.006, -0.004, -0.009], [-0.014, 0.015, -0.056], [-0.176, -0.033, -0.003], [-0.003, 0.058, 0.037], [0.003, 0.001, -0.005], [-0.128, -0.043, 0.014], [0.008, -0.014, 0.038], [0.249, 0.160, -0.019], [-0.010, -0.029, -0.031], [-0.179, -0.036, 0.257], [0.022, 0.019, -0.038], [0.010, 0.042, -0.089], [0.004, 0.023, 0.017], [0.000, -0.011, -0.012], [-0.004, 0.003, 0.018], [-0.001, -0.033, -0.003], [-0.010, 0.010, 0.004], [0.008, 0.015, 0.015], [0.001, -0.005, -0.002], [-0.024, -0.006, -0.015], [0.026, -0.073, 0.065], [0.004, -0.001, 0.001], [-0.011, 0.009, 0.012], [0.000, 0.007, 0.002], [-0.009, -0.006, -0.017], [0.030, -0.020, 0.004], [0.002, 0.002, -0.005], [0.002, 0.016, -0.037], [-0.037, -0.047, 0.007], [0.030, 0.046, -0.002], [-0.001, 0.006, -0.002], [-0.017, 0.006, -0.025], [-0.004, -0.026, 0.012], [-0.001, -0.011, 0.000]], "lowdin_charge": [1.1115, 0.3062, 1.0824, -0.0662, -0.1045, 0.0013, 0.0131, 0.1133, -0.0086, 0.1896, -0.1436, -0.3231, -0.1896, -0.4414, -0.0837, -0.0890, -0.2822, -0.0413, -0.0204, -0.0827, -0.2502, -0.1672, -0.6054, -0.0671, -0.1162, -0.5132, -0.2683, -0.0742, -0.2312, 0.0110, -0.0782, -0.4667, -0.0303, -0.2044, 0.0920, 0.0275, 0.1086, 0.1162, 0.1169, 0.1056, 0.0320, 0.1078, 0.1145, 0.0920, 0.1040, 0.0714, 0.1061, 0.0918, 0.0765, 0.1050, 0.0821, 0.1281, 0.0913, 0.0927, 0.0458, 0.1069, 0.1056], "s_squared": 0.765, "spin_multiplicity": 2, "orbital_gap_ev": [7.33, 7.25]}



(2)
{"formula": "C24H23N5O2S2W", "method": "ωB97M-V/def2-TZVPD", "symbols": ["W", "S", "S", "O", "O", "N", "N", "N", "N", "N", "C", "C", "C", "C", "C", "C", "C", "C", "C", "C", "C", "C", "C", "C", "C", "C", "C", "C", "C", "C", "C", "C", "C", "C", "H", "H", "H", "H", "H", "H", "H", "H", "H", "H", "H", "H", "H", "H", "H", "H", "H", "H", "H", "H", "H", "H", "H"], "coordinates": [[2.557, 1.085, -0.007], [2.706, -0.834, 1.432], [5.824, 2.321, 0.619], [2.831, 0.092, -1.866], [0.835, 0.444, -1.111], [1.468, 1.152, 2.903], [1.684, 1.896, 1.783], [1.681, -0.885, 3.853], [-1.008, -1.513, -1.267], [1.973, 3.144, -0.555], [-4.085, -2.191, 0.669], [1.306, 5.232, 0.375], [-4.903, -2.681, -0.341], [1.865, 5.063, -1.949], [-4.619, -2.060, 2.068], [1.626, -0.369, -1.755], [1.469, 5.829, -0.867], [2.225, -2.467, -2.815], [1.352, 3.148, 1.783], [2.112, 3.716, -1.751], [4.407, 1.779, 0.411], [-2.319, -1.952, -0.951], [-2.764, -1.832, 0.371], [-0.259, -3.585, -2.249], [-1.833, -1.324, 1.439], [1.244, -1.685, -2.163], [0.719, -4.309, -2.876], [-0.043, -2.236, -1.885], [1.882, -0.087, 2.797], [-3.152, -2.432, -1.956], [-4.444, -2.810, -1.642], [1.555, 3.875, 0.505], [1.975, -3.758, -3.181], [0.735, 3.847, 2.942], [-4.087, -2.716, 2.761], [1.280, 6.888, -0.984], [1.453, 4.537, 3.392], [-1.209, -4.043, -2.017], [2.433, 3.065, -2.554], [-2.785, -2.490, -2.973], [-5.921, -2.964, -0.103], [-0.720, -0.614, -0.915], [-2.099, -1.714, 2.419], [-5.099, -3.186, -2.417], [1.990, 5.490, -2.934], [-0.805, -1.620, 1.231], [2.021, -1.830, 3.863], [2.728, -4.349, -3.683], [-0.131, 4.426, 2.623], [0.433, 3.128, 3.697], [0.986, 5.819, 1.223], [-4.516, -1.040, 2.443], [0.514, -5.342, -3.130], [1.278, -0.496, 4.689], [3.184, -2.008, -3.010], [-5.674, -2.327, 2.105], [-1.855, -0.231, 1.512]], "forces_ev_per_a": [[0.496, 0.829, 0.194], [-0.234, -0.062, -0.084], [-0.318, -0.104, -0.041], [0.072, -0.276, 0.276], [0.036, -0.442, 0.317], [-0.015, 0.013, 0.030], [0.147, -0.030, -0.435], [-0.033, 0.062, 0.034], [0.098, 0.030, -0.012], [-0.028, -0.177, 0.170], [0.058, 0.010, -0.035], [0.018, -0.136, -0.067], [-0.039, -0.017, 0.006], [0.013, -0.018, -0.050], [-0.029, -0.005, 0.058], [-0.252, 0.418, -0.077], [-0.001, 0.031, -0.011], [-0.063, 0.069, 0.036], [-0.207, 0.116, -0.177], [0.000, 0.009, 0.031], [0.107, -0.104, -0.051], [-0.098, -0.012, 0.107], [-0.002, -0.051, -0.144], [0.015, 0.112, 0.015], [0.026, -0.004, 0.014], [-0.086, -0.100, -0.226], [0.058, -0.032, -0.008], [0.134, -0.041, -0.064], [0.125, -0.074, 0.123], [-0.029, 0.053, 0.104], [0.006, -0.006, -0.047], [-0.036, 0.002, 0.036], [-0.029, -0.063, -0.017], [0.063, -0.055, 0.117], [-0.009, 0.001, 0.001], [0.003, 0.000, -0.018], [-0.007, 0.009, 0.000], [0.020, -0.017, 0.007], [0.006, 0.015, -0.018], [-0.008, 0.014, -0.006], [0.006, 0.001, 0.002], [-0.026, 0.045, -0.021], [-0.024, -0.001, -0.006], [-0.005, 0.001, 0.009], [-0.006, 0.015, 0.013], [0.044, 0.014, -0.002], [0.016, -0.002, -0.048], [-0.001, 0.003, 0.005], [-0.009, -0.005, -0.005], [0.021, 0.000, -0.020], [-0.003, -0.032, 0.032], [0.000, -0.002, -0.001], [0.016, 0.005, -0.018], [-0.020, -0.012, -0.009], [0.010, -0.008, -0.001], [0.006, 0.006, -0.008], [-0.005, 0.005, -0.011]], "lowdin_charge": [1.3086, 0.6571, 0.8237, -0.1512, -0.1647, 0.0136, -0.1348, 0.1019, 0.1119, -0.0436, -0.2262, 0.0181, -0.0424, -0.0166, -0.0474, -0.5762, -0.0141, -0.0122, -0.2351, -0.0745, -0.8197, -0.1986, -0.1567, -0.0066, -0.0297, -0.0844, -0.0485, -0.1532, -0.7960, -0.0357, -0.0666, -0.1944, -0.0732, -0.0066, 0.0848, 0.1248, 0.1067, 0.1098, 0.1305, 0.1205, 0.1121, 0.1105, 0.0720, 0.1083, 0.1214, 0.0707, 0.0958, 0.1072, 0.0936, 0.0754, 0.1197, 0.0865, 0.1149, 0.1161, 0.1217, 0.0781, 0.0930], "charge": 1, "s_squared": 3.787, "spin_multiplicity": 4, "orbital_gap_ev": [6.13, 5.30], "de_lowest_kcal_mol": 8.5}



Number 1: calculated total energy -93928.1852 eV. Number 2: calculated total energy -60298.7694 eV.